(1)
Here is C56H42N4O2P2V as an isolated structure from OMol25. Energies are from ωB97M-V with the def2-TZVPD basis set.

```
107
C56H42N4O2P2V (ωB97M-V with the def2-TZVPD basis set)
V 0.56525 0.98012 -0.82443
O 0.73345 1.42948 -3.28287
C 0.59353 2.78686 -3.65232
C 1.18158 3.32196 -4.77900
C 0.95648 4.66261 -5.06911
C 0.16092 5.45725 -4.25191
C -0.40096 4.90695 -3.11272
C -0.17945 3.56510 -2.80694
P -0.82567 2.83222 -1.30641
C -0.66664 4.07666 -0.01901
C -1.71996 4.87693 0.41186
C -1.48094 5.87165 1.35170
C -0.20318 6.06781 1.85827
C 0.85474 5.27206 1.42732
C 0.61948 4.28037 0.49073
C -2.55441 2.40486 -1.54080
C -3.10270 2.35509 -2.82194
C -4.44091 2.01917 -2.98026
C -5.22297 1.73015 -1.86961
C -4.67152 1.76085 -0.59320
C -3.33675 2.09119 -0.42541
C 1.73303 0.67960 -3.93253
C 1.58743 0.31212 -5.25405
C 2.61472 -0.40872 -5.84756
C 3.75602 -0.75353 -5.12753
C 3.86429 -0.40757 -3.78943
C 2.83609 0.31117 -3.18139
P 2.81814 0.75759 -1.43734
C 4.07652 2.00302 -1.12138
C 5.36358 1.66261 -0.70512
C 6.32286 2.65725 -0.57280
C 6.00233 3.97973 -0.85299
C 4.72439 4.31871 -1.28150
C 3.75991 3.33207 -1.41986
C 3.14046 -0.74682 -0.48730
C 2.87907 -2.00575 -1.03493
C 3.04321 -3.14508 -0.25894
C 3.45378 -3.03427 1.06261
C 3.69068 -1.78214 1.62219
C 3.52721 -0.64019 0.85565
H 1.80753 2.73128 -5.43159
H 1.41435 5.08582 -5.95443
H -0.00842 6.49736 -4.49540
H -1.00304 5.51794 -2.45015
H -2.71965 4.73410 0.01923
H -2.29634 6.50171 1.68239
H -0.02731 6.84893 2.58642
H 1.85369 5.43769 1.81024
H 1.46005 3.69026 0.12393
H -2.50227 2.59834 -3.69027
H -4.87591 1.99600 -3.97134
H -6.27057 1.48554 -1.99714
H -5.28596 1.53708 0.26958
H -2.91229 2.12201 0.57233
H 0.70167 0.58816 -5.81404
H 2.52486 -0.69890 -6.88732
H 4.55355 -1.30214 -5.61000
H 4.73736 -0.69920 -3.21755
H 5.62460 0.63340 -0.49503
H 7.32533 2.39766 -0.25682
H 6.75640 4.74995 -0.74508
H 4.48360 5.34856 -1.51362
H 2.77298 3.59914 -1.78561
H 2.56517 -2.10189 -2.06667
H 2.86404 -4.12126 -0.69103
H 3.59911 -3.92722 1.65804
H 4.01755 -1.70049 2.65154
H 3.72258 0.33192 1.29334
C -4.88159 -8.37567 7.32390
O -4.87473 -8.32699 5.89149
C -4.26897 -7.29456 5.29552
C -4.29237 -7.29724 3.89891
C -3.69833 -6.27912 3.19887
C -3.06165 -5.22586 3.86813
C -3.04294 -5.23462 5.25821
C -3.63801 -6.25498 5.97948
C -2.44699 -4.16848 3.08642
N -2.43209 -4.09670 1.76133
C -1.76465 -2.95686 1.47152
C -1.34421 -2.29399 2.60737
N -1.79154 -3.08835 3.63675
C -0.59247 -1.09077 2.56575
C -0.07384 -0.37601 3.67011
C 0.66417 0.76407 3.47883
C 0.89243 1.22680 2.18565
N 0.41631 0.58739 1.12020
C -0.31528 -0.56666 1.29155
C -0.76615 -1.23834 0.10437
N -0.43710 -0.67696 -1.11195
C -0.81169 -1.28353 -2.24560
C -1.52159 -2.47758 -2.23631
C -1.85178 -3.05232 -1.03145
C -1.47303 -2.43330 0.17635
H -5.41797 -9.27994 7.58448
H -5.39976 -7.51007 7.73616
H -3.86462 -8.42784 7.71229
H -4.78840 -8.11736 3.39539
H -3.71709 -6.28035 2.11732
H -2.56013 -4.43951 5.81922
H -3.61062 -6.23943 7.05897
H -1.69278 -2.91879 4.62353
H -0.25761 -0.72948 4.67847
H 1.06865 1.31718 4.31500
H 1.45975 2.13094 2.01079
H -0.53895 -0.79557 -3.17136
H -1.80383 -2.93553 -3.17515
H -2.40438 -3.98449 -0.98416
```

Summary:
Max |F|: 0.026 Eh/bohr
⟨S²⟩: 2.036
2S+1: 3
Frontier orbital gap (alpha / beta): 4.152 / 4.673 eV
Total energy: -4154.672677 Ha
Net charge: +3
HOMO level (alpha / beta): -0.495 / -0.495 Eh

Here are the Mulliken charges for atoms 1 to 2, given in e:
1 V -1.048
2 O 0.613

(2)
Here is a 3-piece molecular cluster, C7H11Cl3O7S overall from OMol25. Energies are from ωB97M-V with the def2-TZVPD basis set.

```
29
C7H11Cl3O7S (ωB97M-V with the def2-TZVPD basis set)
C 1.40642 3.72862 0.01725
C 0.48019 3.17617 -1.25290
C -0.14255 4.27595 -2.07510
O 0.42642 4.03417 -3.37477
C 1.18818 2.95561 -3.36303
O 1.76844 2.31363 -4.28706
O 1.31581 2.51558 -2.12358
H 1.88207 2.92926 0.58547
H 0.78653 4.19042 0.78574
H 2.05681 4.50164 -0.39206
H -0.27648 2.49703 -0.86006
H 0.42501 5.10774 -1.65784
H -1.18865 4.55531 -1.94970
O -3.46959 -3.89373 0.54313
S -2.23099 -4.52084 0.00458
O -2.22562 -5.22143 -1.29135
O -0.96360 -3.46365 0.14385
C 0.08844 -3.71063 0.93372
C -0.45754 -4.75246 1.89592
O -1.42410 -5.47230 1.19269
H 0.82436 -3.93858 0.16264
H 0.48171 -2.76449 1.30554
H -0.85761 -4.28781 2.79711
H 0.34152 -5.39637 2.26333
Cl 0.36265 1.64430 2.65449
C 0.10874 0.06215 2.02274
Cl -0.00486 0.00425 0.23842
Cl -1.52807 -0.45993 2.58689
H 0.82638 -0.60949 2.49389
```

Summary:
Max |F|: 0.132 Eh/bohr
2S+1: 1
Frontier orbital gap: 10.721 eV
Total energy: -2578.659631 Ha
Structure (SMILES): C[C@H]1COC(=O)O1.O=S1(=O)OCCO1.ClC(Cl)Cl
HOMO level: -0.389 Eh

Here are the natural (NBO) charges for atoms 1 to 2, given in e:
1 C -0.629
2 C 0.078

What is the formula in the first record? C56H42N4O2P2V